{
  "formula": "C3H6N2S",
  "method": "wB97M-V/def2-TZVPD",
  "elements": ["C", "N", "S", "H", "H", "H", "C", "C", "N", "H", "H", "H"],
  "xyz": [[-1.17, 2.16, 0.50], [0.12, 2.14, 0.78], [1.06, 3.52, 0.74], [-1.68, 1.28, 0.26], [-1.62, 3.12, 0.38], [0.63, 1.21, 0.96], [0.42, -2.63, -0.85], [0.64, -1.44, -0.10], [0.86, -0.50, 0.49], [0.71, -2.57, -1.88], [0.79, -3.62, -0.27], [-0.76, -2.67, -1.00]],
  "de_lowest_kj_mol": 262.8,
  "orbital_gap_ha": 0.279,
  "e_tot_ha": -625.52190,
  "max_force_ha_per_bohr": 0.0832,
  "e_homo_ev": -7.4,
  "smiles": "C=[NH+][S-].CC#N"
}

{
  "formula": "C6H11NO",
  "method": "wB97M-V/def2-TZVPD",
  "elements": ["C", "C", "C", "C", "O", "H", "H", "H", "H", "H", "H", "H", "N", "C", "C", "H", "H", "H", "H"],
  "xyz": [[1.15, -0.26, -2.54], [1.37, -0.27, -1.26], [1.54, -0.25, 0.03], [1.32, -1.38, 0.96], [1.77, 1.01, 0.55], [0.80, -1.15, -3.05], [1.27, 0.66, -3.11], [1.12, -1.03, 1.98], [0.47, -1.99, 0.65], [2.21, -2.02, 0.99], [1.13, 1.15, 1.28], [-1.41, 1.04, 2.22], [-0.99, 1.67, 1.52], [-1.34, 1.32, 0.33], [-2.18, 0.11, 0.05], [-1.04, 1.94, -0.53], [-2.09, -0.61, 0.86], [-1.84, -0.35, -0.88], [-3.22, 0.41, -0.06]],
  "de_lowest_kj_mol": 513.3,
  "orbital_gap_ha": [0.289, 0.276],
  "e_tot_ha": -365.03595,
  "max_force_ha_per_bohr": 0.0473,
  "e_homo_ev": [-7.2, -7.5],
  "smiles": "C=C=C(C)O.[H]/N=C\\C"
}

{
  "formula": "C6H7Cl",
  "method": "wB97M-V/def2-TZVPD",
  "elements": ["C", "C", "C", "C", "C", "C", "Cl", "H", "H", "H", "H", "H", "H", "H"],
  "xyz": [[-2.70, -0.34, 0.08], [-1.63, -1.12, -0.12], [-0.22, -0.64, 0.07], [0.20, 0.56, -0.29], [1.53, 1.13, -0.01], [2.72, 0.53, 0.08], [3.05, -1.22, -0.07], [-2.61, 0.70, 0.43], [-3.70, -0.71, -0.12], [-1.78, -2.18, -0.29], [0.39, -1.28, 0.70], [-0.52, 1.26, -0.71], [1.60, 2.21, 0.10], [3.66, 1.10, 0.14]],
  "de_lowest_kj_mol": 103.3,
  "orbital_gap_ha": 0.341,
  "e_tot_ha": -692.94487,
  "max_force_ha_per_bohr": 0.0322,
  "e_homo_ev": -8.7,
  "smiles": "C=C/C=C/C=C\\Cl"
}